The following is a DFT calculation (ωB97M-V/def2-TZVPD) of C27H25N5O7S as an isolated structure.

Summary:
- Kohn-Sham gap (Ha) = 0.2835
- HOMO (eV) = -8.802
- LUMO energy (eV) = -1.1
- energy (hartree) = -2242.13606

Last column: natural (NBO) charge in e.
Positions of all 65 atoms, in Å:
1 C 0.72 2.54 0.20  -0.673
2 C 0.93 4.11 0.00  -0.073
3 O -0.22 4.81 -0.53  -0.547
4 C -1.16 5.13 0.51  -0.096
5 C -2.50 4.35 0.13  -0.001
6 C -2.71 4.01 -1.35  -0.196
7 C -3.87 3.27 -1.77  -0.217
8 C -4.88 2.82 -0.76  0.091
9 N -6.05 2.09 -0.92  -0.565
10 S -6.70 2.01 0.62  0.815
11 N -5.62 2.81 1.63  -0.555
12 C -4.65 3.20 0.71  0.102
13 C -3.44 3.95 1.16  -0.238
14 H 1.71 2.03 -0.09  0.235
15 H 0.53 2.26 1.27  0.200
16 H -0.07 2.08 -0.45  0.220
17 H 1.24 4.54 0.99  0.166
18 H 1.74 4.23 -0.77  0.218
19 H -0.81 4.80 1.53  0.191
20 H -1.41 6.23 0.50  0.200
21 H -1.98 4.30 -2.14  0.251
22 H -4.01 3.02 -2.85  0.235
23 H -3.21 4.23 2.22  0.236
24 C -10.30 0.90 0.66  -0.179
25 C -11.61 0.87 1.14  -0.211
26 C -12.39 -0.26 0.97  -0.209
27 C -11.85 -1.36 0.32  0.082
28 C -10.55 -1.34 -0.17  -0.207
29 C -9.78 -0.20 0.00  -0.212
30 N -12.67 -2.57 0.16  0.515
31 O -13.81 -2.55 0.58  -0.376
32 O -12.15 -3.53 -0.39  -0.375
33 H -9.70 1.79 0.80  0.221
34 H -12.01 1.74 1.66  0.223
35 H -13.40 -0.27 1.35  0.248
36 H -10.13 -2.20 -0.68  0.249
37 H -8.76 -0.17 -0.37  0.224
38 C 6.31 -1.20 -0.39  -0.164
39 C 6.93 -0.33 -1.28  -0.213
40 C 6.35 0.89 -1.57  -0.206
41 C 5.15 1.24 -0.96  0.071
42 C 4.52 0.38 -0.08  -0.207
43 C 5.11 -0.85 0.21  -0.215
44 N 4.54 2.54 -1.25  0.524
45 O 5.11 3.27 -2.05  -0.367
46 O 3.50 2.83 -0.67  -0.404
47 H 6.78 -2.16 -0.15  0.234
48 H 7.87 -0.61 -1.74  0.228
49 H 6.84 1.56 -2.27  0.246
50 H 3.58 0.64 0.40  0.242
51 H 4.63 -1.53 0.90  0.221
52 C 9.53 -7.60 0.38  -0.171
53 C 10.31 -6.75 -0.40  -0.209
54 C 10.04 -5.39 -0.43  -0.205
55 C 8.99 -4.89 0.34  0.082
56 C 8.21 -5.73 1.13  -0.205
57 C 8.49 -7.09 1.14  -0.209
58 N 8.72 -3.45 0.34  0.518
59 O 9.42 -2.74 -0.37  -0.369
60 O 7.82 -3.04 1.05  -0.386
61 H 9.75 -8.66 0.40  0.223
62 H 11.12 -7.15 -0.99  0.226
63 H 10.64 -4.74 -1.04  0.250
64 H 7.40 -5.34 1.72  0.249
65 H 7.88 -7.76 1.75  0.226



The following is a DFT calculation (ωB97M-V/def2-TZVPD) of a 10-piece molecular cluster, H20O10 overall.

Summary:
- Kohn-Sham gap (alpha / beta) (Ha) = 0.3995 / 0.1219
- 2S+1 = 2
- charge = +1
- HOMO (alpha / beta) (eV) = -13.982 / -13.980
- energy above the lowest of the compared OMol25 structures with the same formula, charge and spin (kJ/mol) = 88.9
- LUMO energy (alpha / beta) (eV) = -3.1 / -10.7
- energy (hartree) = -763.98713

Last column: natural (NBO) charge in e.
Positions of all 30 atoms, in Å:
1 O -30.62 -26.46 -7.27  -0.954
2 H -30.06 -27.24 -7.30  0.495
3 H -30.63 -26.14 -8.18  0.519
4 O -28.03 -32.73 -3.36  -0.977
5 H -28.80 -32.17 -3.27  0.486
6 H -28.03 -33.26 -2.56  0.502
7 O -30.18 -29.23 -5.48  -0.725
8 H -29.67 -29.85 -4.97  0.513
9 H -29.64 -29.05 -6.25  0.493
10 O -30.71 -30.06 -9.39  -0.929
11 H -31.38 -30.21 -8.72  0.463
12 H -29.91 -29.89 -8.88  0.462
13 O -32.78 -27.11 -5.85  -0.536
14 H -31.89 -27.19 -6.20  0.501
15 H -32.72 -26.46 -5.16  0.485
16 O -28.33 -31.07 -7.86  -0.990
17 H -28.84 -31.88 -7.86  0.494
18 H -28.04 -30.97 -6.96  0.486
19 O -28.91 -28.20 -7.84  -0.991
20 H -28.40 -28.94 -8.18  0.532
21 H -28.31 -27.45 -7.90  0.505
22 O -27.86 -30.78 -5.14  -0.996
23 H -27.97 -31.57 -4.60  0.510
24 H -26.93 -30.77 -5.37  0.497
25 O -28.85 -25.87 -5.29  -0.810
26 H -29.52 -26.13 -5.92  0.473
27 H -29.34 -25.45 -4.58  0.478
28 O -29.62 -30.85 -2.21  -0.966
29 H -30.57 -30.74 -2.22  0.483
30 H -29.33 -30.37 -1.43  0.496



The following is a DFT calculation (ωB97M-V/def2-TZVPD) of C5H5Cl2ErNO5V as an isolated structure.

Summary:
- Kohn-Sham gap (alpha / beta) (Ha) = 0.1304 / 0.1581
- 2S+1 = 6
- charge = +4
- HOMO (alpha / beta) (eV) = -23.470 / -23.472
- energy above the lowest of the compared OMol25 structures with the same formula, charge and spin (kJ/mol) = 84.4
- LUMO energy (alpha / beta) (eV) = -19.9 / -19.2
- energy (hartree) = -3502.21168

Last column: natural (NBO) charge in e.
Positions of all 20 atoms, in Å:
1 V 0.28 -0.16 -4.11  1.079
2 Er -0.02 -0.01 -1.15  1.982
3 Cl -1.69 0.41 -3.00  -0.183
4 Cl 1.72 -1.28 -2.55  -0.234
5 C -1.63 -1.42 -0.13  0.393
6 C -0.07 0.93 -5.60  0.461
7 C 0.10 -1.82 -4.95  0.502
8 O -2.35 -1.97 0.59  -0.186
9 O -0.42 1.55 -6.54  -0.059
10 O 0.10 -2.82 -5.58  -0.057
11 N 0.22 0.67 4.39  -0.689
12 C 1.02 0.41 3.16  -0.347
13 C 0.09 0.90 2.04  0.790
14 O -0.97 1.46 2.38  -0.533
15 O 0.45 0.65 0.81  -0.888
16 H -0.61 1.25 4.06  0.484
17 H 0.76 1.14 5.12  0.474
18 H -0.13 -0.19 4.81  0.459
19 H 1.96 0.98 3.20  0.293
20 H 1.20 -0.66 3.05  0.261



The following is a DFT calculation (ωB97M-V/def2-TZVPD) of a 2-piece molecular cluster, C4H5F2N overall.

Summary:
- Kohn-Sham gap (alpha / beta) (Ha) = 0.2764 / 0.3332
- 2S+1 = 3
- HOMO (alpha / beta) (eV) = -6.450 / -10.559
- energy above the lowest of the compared OMol25 structures with the same formula, charge and spin (kJ/mol) = 209.5
- LUMO energy (alpha / beta) (eV) = 1.1 / -1.5
- energy (hartree) = -409.63869

Last column: natural (NBO) charge in e.
Positions of all 12 atoms, in Å:
1 C 0.39 -3.01 -0.16  -0.219
2 C 0.14 -2.25 -1.08  -0.230
3 C -0.41 0.78 -0.42  0.198
4 C 0.85 1.33 0.17  0.447
5 N -1.41 1.23 0.26  -0.873
6 F 1.70 0.37 0.57  -0.347
7 F 0.72 2.14 1.24  -0.347
8 H 0.38 -3.30 0.85  0.229
9 H -2.32 0.91 0.06  0.390
10 H -0.08 -1.97 -2.05  0.218
11 H 1.44 1.92 -0.49  0.120
12 H -1.40 1.86 1.03  0.414



- Look up the energy of the second one.
  -763.98713 hartree



- The lowest energy belongs to which entry?
  C5H5Cl2ErNO5V